1.
{
  "formula": "C4H10N4",
  "method": "ωB97M-V with the def2-TZVPD basis set",
  "species": ["H", "N", "C", "N", "C", "C", "C", "N", "N", "H", "H", "H", "H", "H", "H", "H", "H", "H"],
  "coordinates": [[3.20, -0.70, -1.15], [2.35, -0.75, -1.70], [1.32, -0.34, -1.02], [0.06, -0.70, -1.54], [1.46, 0.12, 0.42], [0.22, 0.95, 0.54], [-1.04, 0.40, 0.60], [-1.33, -0.90, 1.00], [-2.13, 1.24, 0.61], [-0.92, -0.47, -1.44], [0.08, -1.59, -2.02], [1.53, -0.72, 1.13], [2.34, 0.76, 0.51], [0.35, 2.02, 0.59], [-2.08, -0.88, 1.69], [-0.53, -1.38, 1.38], [-1.94, 2.14, 0.19], [-2.95, 0.79, 0.22]],
  "smiles": "[H]/N=C(/N)CC=C(N)N",
  "energy_ev": -10269.149,
  "e_lumo_ev": 0.794,
  "e_above_lowest_ev": 1.702
}

=====

2.
{
  "formula": "C3H7NO2",
  "method": "ωB97M-V with the def2-TZVPD basis set",
  "species": ["N", "C", "O", "H", "C", "C", "O", "H", "H", "H", "H", "H", "H"],
  "coordinates": [[-0.88, -1.54, -1.45], [-0.66, -0.79, -2.37], [-0.53, -0.14, -3.34], [-0.50, -1.49, -0.49], [-0.44, 1.16, 0.84], [0.81, 0.30, 0.79], [0.41, -1.05, 1.04], [-1.17, 0.83, 0.09], [-0.90, 1.11, 1.83], [-0.18, 2.21, 0.62], [1.30, 0.38, -0.19], [1.53, 0.62, 1.55], [1.21, -1.60, 1.09]],
  "smiles": "N=C=O.CCO",
  "energy_ev": -8809.534,
  "e_lumo_ev": 0.607,
  "e_above_lowest_ev": 0.995
}

=====

3.
{
  "formula": "C14H32BrCl2N2O2PdSi",
  "method": "ωB97M-V with the def2-TZVPD basis set",
  "species": ["Pd", "N", "N", "C", "O", "O", "H", "H", "H", "Cl", "C", "Cl", "H", "H", "C", "C", "C", "C", "Si", "Br", "C", "C", "C", "C", "C", "C", "C", "C", "H", "H", "H", "H", "H", "H", "H", "H", "H", "H", "H", "H", "H", "H", "H", "H", "H", "H", "H", "H", "H", "H", "H", "H", "H", "H", "H"],
  "coordinates": [[2.03, -2.28, 0.71], [2.94, -2.72, 2.53], [4.31, -2.86, 2.25], [4.75, -2.79, 0.93], [5.89, -2.90, 0.60], [3.74, -2.59, 0.05], [2.77, -1.98, 3.21], [2.56, -3.60, 2.90], [4.98, -2.99, 3.00], [0.91, -4.75, -0.34], [-0.69, -4.87, -1.13], [-2.00, -4.74, 0.03], [-0.74, -5.86, -1.58], [-0.78, -4.10, -1.88], [-1.50, -1.04, -1.86], [-2.05, 0.01, -0.89], [-2.83, 1.07, -1.71], [-3.04, -0.73, 0.03], [-0.64, 0.87, 0.05], [0.00, -0.71, 1.69], [-1.15, 2.33, 1.13], [-1.22, 3.58, 0.22], [-2.54, 2.12, 1.77], [-0.18, 2.61, 2.29], [0.98, 1.10, -0.93], [2.01, 1.94, -0.15], [1.71, -0.22, -1.28], [0.66, 1.83, -2.25], [-2.34, -1.56, -2.32], [-0.90, -1.78, -1.32], [-0.90, -0.61, -2.66], [-3.57, 0.55, -2.32], [-2.19, 1.64, -2.38], [-3.36, 1.77, -1.07], [-3.83, -1.15, -0.60], [-3.51, -0.08, 0.76], [-2.56, -1.55, 0.55], [-1.89, 3.45, -0.63], [-0.24, 3.87, -0.16], [-1.59, 4.42, 0.82], [-3.33, 2.06, 1.03], [-2.75, 2.98, 2.41], [-2.57, 1.23, 2.40], [0.84, 2.80, 1.97], [-0.17, 1.80, 3.01], [-0.53, 3.51, 2.81], [2.27, 1.49, 0.81], [1.66, 2.95, 0.03], [2.93, 2.01, -0.74], [2.08, -0.69, -0.35], [2.60, 0.01, -1.86], [1.11, -0.93, -1.84], [0.16, 2.78, -2.07], [0.04, 1.24, -2.92], [1.60, 2.05, -2.77]],
  "energy_ev": -128551.826,
  "charge": 1,
  "e_lumo_ev": -5.250,
  "e_above_lowest_ev": 0.000
}

=====

4.
{
  "formula": "C15H22B2F10N8O8S2V",
  "method": "ωB97M-V with the def2-TZVPD basis set",
  "species": ["O", "V", "B", "F", "F", "F", "F", "B", "F", "F", "F", "F", "N", "S", "O", "O", "F", "S", "O", "O", "F", "O", "C", "O", "O", "H", "C", "C", "N", "H", "H", "H", "C", "C", "N", "H", "H", "H", "C", "C", "N", "H", "H", "H", "C", "C", "N", "H", "H", "H", "C", "C", "N", "H", "H", "H", "C", "C", "N", "H", "H", "H", "C", "C", "N", "H", "H", "H"],
  "coordinates": [[-3.10, 0.95, -2.30], [-2.36, -0.42, -2.01], [-4.73, -0.98, -0.12], [-4.91, 0.21, -0.75], [-3.52, -1.50, -0.51], [-4.82, -0.86, 1.22], [-5.69, -1.79, -0.68], [-1.04, -3.82, -2.19], [-1.03, -4.47, -1.05], [-1.53, -2.56, -2.06], [0.24, -3.75, -2.61], [-1.72, -4.51, -3.14], [-0.86, 0.46, -0.92], [0.10, 1.59, -1.16], [1.32, 1.27, -1.94], [0.25, 2.69, -0.13], [-0.76, 2.30, -2.33], [-0.02, -0.07, 0.51], [-0.56, 0.56, 1.72], [1.33, -0.53, 0.33], [-0.87, -1.42, 0.49], [-0.90, 0.13, -3.92], [-0.66, -0.52, -4.98], [-0.88, -1.78, -4.94], [-0.05, 0.08, -5.92], [-0.36, 0.86, -4.24], [-0.29, 6.30, -0.57], [0.33, 6.73, 0.68], [0.87, 7.08, 1.64], [-1.32, 6.63, -0.48], [-0.23, 5.21, -0.59], [0.41, 6.57, -1.36], [1.62, -4.11, 0.74], [2.84, -4.22, 1.51], [3.84, -4.38, 2.10], [0.82, -4.82, 0.93], [1.83, -4.11, -0.33], [1.18, -3.15, 1.00], [3.34, 2.97, -4.08], [3.70, 3.86, -5.19], [3.99, 4.56, -6.07], [3.39, 1.93, -4.39], [2.34, 3.15, -3.68], [4.04, 3.02, -3.24], [4.20, -0.81, 1.82], [4.73, -1.39, 3.07], [5.08, -1.84, 4.09], [3.39, -1.40, 1.39], [5.03, -0.88, 1.11], [3.79, 0.19, 1.96], [2.77, 3.97, 2.00], [3.22, 4.48, 3.35], [3.52, 4.87, 4.38], [2.69, 4.74, 1.23], [1.82, 3.45, 2.09], [3.54, 3.29, 1.62], [-2.72, -1.32, 4.39], [-2.73, -2.77, 4.69], [-2.80, -3.93, 4.85], [-2.36, -1.14, 3.37], [-2.16, -0.84, 5.19], [-3.75, -0.98, 4.50], [-3.31, -3.95, 1.52], [-4.67, -3.69, 1.93], [-5.79, -3.49, 2.21], [-2.71, -4.15, 2.41], [-2.97, -3.02, 1.06], [-3.42, -4.75, 0.78]],
  "multiplicity": 2,
  "s2": 0.81,
  "energy_ev": -120109.342,
  "charge": -2,
  "e_lumo_ev": [1.066, 1.511]
}

=====

5.
{
  "formula": "C3H7FN2O",
  "method": "ωB97M-V with the def2-TZVPD basis set",
  "species": ["N", "C", "C", "N", "O", "C", "F", "H", "H", "H", "H", "H", "H", "H"],
  "coordinates": [[1.69, -0.67, 0.48], [0.55, -0.53, -0.49], [0.09, 0.96, -0.61], [-1.29, 0.53, -0.39], [-2.07, 1.28, 0.42], [-0.79, -0.71, 0.22], [-1.59, -1.81, 0.03], [2.01, -1.59, 0.18], [2.43, 0.01, 0.21], [0.74, -0.93, -1.46], [0.64, 1.43, 0.21], [0.27, 1.50, -1.44], [-1.76, 1.17, 1.31], [-0.90, -0.63, 1.32]],
  "smiles": "N[C@@H]1CN(O)[C@H]1F",
  "energy_ev": -10966.564,
  "e_lumo_ev": 0.902,
  "e_above_lowest_ev": 2.602
}

=====

6.
{
  "formula": "C10H10Cl3NO2Pd",
  "method": "ωB97M-V with the def2-TZVPD basis set",
  "species": ["C", "C", "C", "C", "C", "Pd", "C", "C", "C", "N", "H", "H", "H", "H", "H", "H", "H", "H", "H", "H", "Cl", "C", "Cl", "Cl", "C", "O", "O"],
  "coordinates": [[0.93, 1.48, -1.98], [1.86, 0.62, -1.34], [2.00, 0.98, 0.03], [1.12, 2.13, 0.26], [0.44, 2.41, -1.00], [-0.14, 0.50, -0.09], [0.04, -1.77, -0.57], [-0.83, -1.21, -1.62], [-0.62, -1.26, -2.98], [-1.60, 0.07, -1.56], [2.73, 0.58, 0.75], [2.42, -0.21, -1.84], [1.05, 2.72, 1.16], [-0.27, 3.18, -1.19], [0.58, 1.45, -2.99], [1.17, -2.03, -0.61], [-2.35, 0.44, -0.83], [-0.53, -2.35, 0.15], [-0.26, -2.15, -3.49], [-0.92, -0.38, -3.42], [-0.27, -0.61, 5.28], [-1.15, -0.97, 3.82], [-0.90, -2.78, 3.48], [-2.85, -0.56, 4.01], [-0.65, -0.28, 2.49], [0.46, 0.30, 2.53], [-1.44, -0.30, 1.55]],
  "multiplicity": 3,
  "s2": 2.02,
  "energy_ev": -57157.152,
  "charge": -2,
  "e_lumo_ev": [4.726, 4.718]
}

=====

7.
{
  "formula": "C20H24ClN3O3S",
  "method": "ωB97M-V with the def2-TZVPD basis set",
  "species": ["C", "O", "C", "C", "C", "S", "C", "C", "O", "N", "C", "C", "C", "C", "N", "C", "O", "C", "C", "C", "C", "Cl", "C", "N", "C", "C", "C", "C", "H", "H", "H", "H", "H", "H", "H", "H", "H", "H", "H", "H", "H", "H", "H", "H", "H", "H", "H", "H", "H", "H", "H", "H"],
  "coordinates": [[2.63, -4.66, 5.16], [1.49, -4.35, 4.38], [0.41, -3.92, 5.18], [-0.73, -3.54, 4.28], [-2.01, -4.02, 4.41], [-3.07, -3.35, 3.25], [-1.79, -2.44, 2.54], [-2.10, -1.53, 1.42], [-3.22, -1.10, 1.25], [-1.01, -1.18, 0.62], [-0.34, -2.33, -0.03], [1.02, -1.94, -0.57], [0.84, -0.82, -1.58], [0.13, 0.36, -0.93], [-0.12, 1.40, -1.91], [0.82, 2.33, -2.21], [1.91, 2.36, -1.67], [0.43, 3.35, -3.25], [-0.53, 3.11, -4.22], [-0.83, 4.10, -5.15], [-0.17, 5.31, -5.09], [-0.55, 6.54, -6.26], [0.80, 5.58, -4.12], [1.43, 6.81, -4.03], [1.09, 4.56, -3.21], [-1.20, 0.00, -0.24], [-1.67, 1.20, 0.58], [-0.61, -2.63, 3.20], [3.41, -4.97, 4.48], [2.97, -3.78, 5.72], [2.42, -5.47, 5.86], [0.10, -4.71, 5.87], [0.72, -3.06, 5.78], [-2.37, -4.73, 5.13], [-0.27, -3.13, 0.70], [-0.97, -2.69, -0.85], [1.66, -1.61, 0.25], [1.48, -2.81, -1.03], [1.79, -0.47, -1.98], [0.23, -1.18, -2.42], [0.79, 0.78, -0.17], [-1.04, 1.48, -2.32], [-1.03, 2.15, -4.30], [-1.56, 3.93, -5.93], [2.31, 6.82, -3.55], [1.41, 7.38, -4.87], [1.84, 4.72, -2.45], [-1.95, -0.24, -1.02], [-1.57, 2.11, -0.01], [-2.70, 1.10, 0.91], [-1.03, 1.31, 1.46], [0.30, -2.14, 2.93]],
  "smiles": "COCc1csc(C(=O)N2CCC[C@@H](NC(=O)c3ccc(Cl)c(N)c3)[C@@H]2C)c1",
  "energy_ev": -55101.149,
  "e_lumo_ev": 0.509,
  "e_above_lowest_ev": 0.000
}

=====

8.
{
  "formula": "C4H12NO3",
  "method": "ωB97M-V with the def2-TZVPD basis set",
  "species": ["C", "O", "C", "C", "C", "O", "N", "H", "H", "H", "H", "H", "H", "H", "H", "H", "H", "H", "H", "O"],
  "coordinates": [[0.07, -0.20, 1.04], [-0.47, 1.06, 0.79], [0.74, -0.91, -0.13], [-0.21, -1.23, -1.29], [-1.19, -0.10, -1.74], [-0.74, 1.19, -1.59], [2.02, -0.30, -0.54], [-0.75, -0.91, 1.31], [0.70, -0.19, 1.95], [1.00, -1.90, 0.30], [-0.82, -2.12, -1.11], [0.45, -1.37, -2.16], [-2.18, -0.28, -1.26], [-1.38, -0.30, -2.81], [-0.61, 1.22, -0.43], [1.95, 0.01, -1.51], [2.11, 0.54, 0.02], [-0.14, 1.72, 2.29], [-0.66, 2.23, 3.65], [0.13, 1.85, 3.23]],
  "energy_ev": -11975.671,
  "charge": -1,
  "e_lumo_ev": 4.065,
  "e_above_lowest_ev": 0.281
}

=====

9.
{
  "formula": "C31H46BBr2NO4",
  "method": "ωB97M-V with the def2-TZVPD basis set",
  "species": ["C", "C", "C", "C", "C", "C", "C", "C", "C", "C", "C", "C", "C", "C", "B", "N", "C", "C", "C", "Br", "C", "C", "Br", "H", "H", "H", "H", "H", "H", "H", "H", "H", "H", "H", "H", "H", "H", "H", "H", "H", "H", "H", "H", "H", "H", "H", "H", "H", "H", "H", "H", "H", "H", "H", "H", "H", "H", "H", "H", "H", "H", "O", "C", "C", "C", "C", "O", "C", "C", "H", "H", "H", "H", "O", "C", "C", "C", "C", "O", "C", "C", "H", "H", "H", "H"],
  "coordinates": [[-2.82, 0.92, -2.31], [-2.68, 0.66, -0.81], [-2.58, 1.96, -0.01], [-2.07, 1.84, 1.45], [-1.43, 0.51, 1.86], [-0.05, 0.17, 1.24], [0.63, 1.27, 0.43], [2.04, 0.89, -0.05], [2.06, -0.17, -1.14], [3.46, -0.73, -1.38], [3.88, -1.78, -0.34], [3.63, -3.20, -0.85], [3.96, -4.36, 0.13], [4.63, -3.95, 1.44], [3.83, -3.58, 2.73], [4.57, -2.98, 3.83], [3.84, -2.05, 4.71], [3.51, -0.78, 3.95], [2.29, -3.92, 2.91], [1.11, -3.20, 1.62], [1.84, -4.69, 3.88], [2.69, -5.30, 4.97], [0.01, -5.19, 4.02], [-2.12, 1.70, -2.62], [-2.55, 0.03, -2.89], [-3.83, 1.22, -2.59], [-3.56, 0.11, -0.47], [-1.80, 0.04, -0.65], [-3.57, 2.41, 0.02], [-1.95, 2.68, -0.55], [-2.92, 2.01, 2.13], [-1.37, 2.65, 1.65], [-2.12, -0.30, 1.63], [-1.33, 0.51, 2.95], [-0.17, -0.70, 0.58], [0.64, -0.16, 2.03], [0.70, 2.19, 1.03], [0.03, 1.51, -0.45], [2.65, 0.58, 0.81], [2.50, 1.80, -0.46], [1.39, -1.00, -0.89], [1.67, 0.27, -2.07], [4.18, 0.10, -1.39], [3.51, -1.18, -2.38], [3.32, -1.60, 0.58], [4.94, -1.66, -0.11], [4.23, -3.32, -1.76], [2.59, -3.29, -1.16], [3.06, -4.93, 0.35], [4.62, -5.06, -0.40], [5.38, -3.17, 1.28], [5.23, -4.81, 1.82], [5.12, -3.63, 4.38], [2.91, -2.49, 5.10], [4.47, -1.81, 5.57], [3.09, -0.02, 4.63], [4.41, -0.36, 3.50], [2.78, -0.96, 3.16], [3.49, -5.92, 4.55], [2.10, -5.92, 5.63], [3.14, -4.51, 5.58], [-9.25, 5.80, 1.39], [-8.06, 5.55, 1.29], [-7.43, 4.50, 2.13], [-6.13, 4.23, 2.03], [-5.26, 4.97, 1.07], [-4.08, 4.72, 0.98], [-5.90, 6.02, 0.24], [-7.20, 6.29, 0.34], [-8.08, 3.98, 2.81], [-5.64, 3.47, 2.62], [-5.24, 6.54, -0.45], [-7.69, 7.05, -0.26], [-0.36, 0.33, -4.55], [-0.62, 0.62, -5.69], [-0.17, 1.90, -6.29], [-0.46, 2.22, -7.55], [-1.26, 1.30, -8.41], [-1.52, 1.59, -9.55], [-1.71, 0.02, -7.81], [-1.41, -0.30, -6.55], [0.41, 2.55, -5.64], [-0.15, 3.14, -8.01], [-2.28, -0.63, -8.46], [-1.73, -1.23, -6.09]],
  "smiles": "CCCCCCCCCCCCCCB(NCC)/C(Br)=C(\\C)Br.O=C1C=CC(=O)C=C1.O=C1C=CC(=O)C=C1",
  "energy_ev": -183332.768,
  "e_lumo_ev": -1.492
}

=====

10.
{
  "formula": "C2H10N4",
  "method": "ωB97M-V with the def2-TZVPD basis set",
  "species": ["N", "C", "N", "H", "H", "H", "H", "H", "H", "N", "C", "N", "H", "H", "H", "H"],
  "coordinates": [[-3.67, 1.51, -4.69], [-3.65, 0.32, -3.88], [-4.15, 0.55, -2.48], [-4.22, 2.23, -4.22], [-2.74, 1.89, -4.75], [-4.37, -0.41, -4.26], [-2.64, -0.04, -3.76], [-3.42, 0.33, -1.82], [-4.81, -0.17, -2.20], [4.71, -1.71, 5.31], [4.92, -0.53, 4.67], [5.74, -0.20, 3.71], [3.69, -1.81, 5.53], [5.06, -2.53, 4.82], [4.30, 0.30, 5.06], [5.25, 0.26, 2.94]],
  "multiplicity": 2,
  "s2": 0.75,
  "energy_ev": -8193.636,
  "charge": -1,
  "e_lumo_ev": [2.345, 2.335],
  "e_above_lowest_ev": 1.305
}

=====

11.
{
  "formula": "C38H40N8O3S2SeTl",
  "method": "ωB97M-V with the def2-TZVPD basis set",
  "species": ["Tl", "C", "N", "C", "C", "N", "C", "S", "C", "C", "C", "C", "C", "N", "H", "H", "H", "H", "H", "H", "H", "H", "H", "C", "N", "C", "Se", "N", "C", "C", "C", "C", "C", "C", "H", "H", "H", "H", "H", "H", "H", "H", "N", "C", "C", "N", "C", "H", "H", "H", "H", "C", "C", "C", "O", "H", "H", "H", "H", "H", "H", "C", "C", "C", "C", "C", "C", "C", "H", "H", "H", "H", "H", "H", "H", "O", "C", "O", "C", "C", "C", "C", "S", "C", "C", "H", "H", "H", "H", "H", "N", "C", "H"],
  "coordinates": [[0.04, 0.56, -0.09], [-3.87, 4.00, 0.13], [-3.99, 2.71, -0.51], [-5.11, 1.90, -0.49], [-4.79, 0.75, -1.11], [-3.46, 0.86, -1.51], [-2.97, 2.07, -1.14], [-1.45, 2.77, -1.44], [-2.79, -0.22, -2.22], [-3.46, -0.73, -3.30], [-2.79, -1.80, -3.99], [-1.63, -2.29, -3.55], [-0.97, -1.78, -2.29], [-1.66, -0.61, -1.69], [-4.86, 4.46, 0.18], [-3.20, 4.62, -0.46], [-3.46, 3.90, 1.13], [-6.04, 2.22, -0.04], [-5.35, -0.14, -1.30], [-4.37, -0.28, -3.67], [-3.24, -2.21, -4.90], [-1.12, -3.10, -4.08], [0.06, -1.48, -2.52], [3.92, -3.93, -3.11], [4.31, -2.54, -3.10], [3.83, -1.60, -2.24], [2.75, -1.84, -0.79], [4.44, -0.43, -2.59], [5.31, -0.62, -3.65], [6.16, 0.24, -4.32], [6.94, -0.31, -5.33], [6.87, -1.67, -5.65], [6.01, -2.52, -4.97], [5.24, -1.97, -3.97], [3.10, -4.05, -2.41], [4.75, -4.57, -2.80], [3.60, -4.22, -4.11], [4.20, 0.43, -2.14], [6.22, 1.29, -4.07], [7.62, 0.33, -5.88], [7.50, -2.06, -6.44], [5.96, -3.58, -5.21], [0.29, -4.35, 2.85], [1.43, -5.08, 2.59], [2.25, -4.24, 1.91], [1.64, -3.01, 1.74], [0.47, -3.11, 2.32], [-0.54, -4.67, 3.32], [1.54, -6.10, 2.91], [3.23, -4.42, 1.51], [-0.27, -2.33, 2.38], [1.80, -0.40, 4.91], [1.51, -0.07, 3.47], [2.69, 0.29, 2.60], [0.38, -0.10, 3.04], [2.55, -1.18, 4.97], [0.89, -0.72, 5.42], [2.20, 0.48, 5.41], [3.63, 0.24, 3.15], [2.55, 1.30, 2.20], [2.73, -0.39, 1.75], [-0.83, -2.88, -1.19], [-1.89, -3.96, -1.22], [-1.56, -5.29, -1.45], [-2.54, -6.28, -1.47], [-3.87, -5.94, -1.27], [-4.21, -4.61, -1.05], [-3.23, -3.63, -1.02], [0.16, -3.34, -1.25], [-0.89, -2.36, -0.23], [-0.52, -5.55, -1.61], [-2.26, -7.31, -1.64], [-4.63, -6.71, -1.28], [-5.25, -4.34, -0.90], [-3.50, -2.59, -0.85], [-0.56, 6.97, 6.36], [-0.98, 7.05, 5.07], [-1.84, 7.84, 4.79], [-0.31, 6.14, 4.10], [-0.58, 6.32, 2.74], [0.02, 5.54, 1.78], [0.94, 4.53, 2.12], [1.77, 3.59, 0.92], [1.17, 4.32, 3.50], [0.56, 5.12, 4.46], [0.16, 6.34, 6.43], [-1.27, 7.11, 2.46], [-0.20, 5.69, 0.73], [1.83, 3.52, 3.80], [0.78, 4.89, 5.50], [2.16, 2.42, -1.82], [1.80, 1.37, -2.16], [2.25, 3.28, -1.27]],
  "energy_ev": -149830.837,
  "charge": -1,
  "e_lumo_ev": 2.127,
  "e_above_lowest_ev": 0.000
}